16
Properties=species:S:1:pos:R:3:forces:R:3:nbo_charge:R:1 method="wB97M-V/def2-TZVPD" gap_ev=10.76 lumo_ev=0.964 smiles=C[C@H]1CC[C@H]1O e_above_lowest_ev=0.943
C -1.385247 0.094577 -1.102368 -0.035 0.001 -0.024 -0.613
C -0.669226 -0.293299 0.181245 -0.090 0.103 -0.045 -0.240
C 0.493599 -1.304366 0.032535 0.033 -0.191 -0.045 -0.402
C 1.464347 -0.289706 0.682622 0.110 0.022 0.062 -0.422
C 0.340771 0.755341 0.747884 -0.021 -0.188 0.246 0.101
O 0.642257 1.842557 -0.100824 -0.201 0.216 -0.003 -0.715
H -2.083160 0.926845 -0.947370 0.075 -0.113 0.002 0.201
H -0.664365 0.401808 -1.866549 -0.100 -0.049 0.095 0.216
H -1.962521 -0.749743 -1.494810 0.082 0.093 0.060 0.213
H -1.394844 -0.593523 0.945747 0.100 0.023 -0.101 0.201
H 0.376713 -2.245389 0.576437 -0.020 0.117 -0.084 0.205
H 0.723832 -1.537572 -1.011656 -0.004 0.030 0.133 0.203
H 1.856388 -0.590602 1.657709 -0.037 0.043 -0.139 0.207
H 2.290927 0.044925 0.051096 -0.081 -0.080 0.086 0.221
H 0.096289 1.111104 1.759553 0.037 -0.029 -0.175 0.156
H -0.125760 2.427042 -0.111252 0.154 0.003 -0.068 0.467